Computed, not measured: a single C4H6O molecule in a non-equilibrium geometry, with ωB97M-V/def2-TZVPD.

The geometry in XYZ format:
```
11
Properties=species:S:1:pos:R:3:forces:R:3
C -0.12939 0.09900 -1.68578 -1.2711 -1.3753 1.5249
C -0.14534 -0.17932 -0.26878 -0.6254 -0.1229 0.2163
C -1.01846 -0.54071 0.81871 -0.2673 0.4614 -2.0565
C 1.17930 0.22746 0.25851 0.4038 0.6364 1.9111
O -2.35271 -0.70629 0.61633 0.4294 -0.4430 -1.4585
H -0.57313 -0.62961 -2.41793 -0.0367 0.5375 0.6636
H -0.76667 -0.54260 1.91491 -0.0029 0.1402 -1.5033
H 1.37365 -0.32463 1.19202 0.0522 0.2984 -0.1055
H 1.13129 1.31229 0.48486 0.5383 -0.5519 -0.2118
H 1.96894 -0.03259 -0.40061 0.7617 0.1670 -0.6440
H -2.47309 -0.81056 -0.37701 0.0180 0.2520 1.6638
```
Forces are in eV/Å.

Results
HOMO energy (alpha / beta), Ha: -0.288 / -0.313
2S+1: 1

Computed, not measured: a single C4H6O molecule in a non-equilibrium geometry, with ωB97M-V/def2-TZVPD.

The geometry in XYZ format:
```
11
Properties=species:S:1:pos:R:3:forces:R:3
C 0.11793 -0.46135 -1.76039 0.0276 0.3218 0.9280
C -0.03808 -0.40708 -0.45395 0.4462 0.5027 0.7305
C 0.77594 0.52211 0.43302 -0.2511 -0.0980 0.9529
C -0.32442 -0.39942 0.94385 0.0099 -0.2979 0.8283
O -1.49242 0.14143 1.44965 -0.5510 0.0428 0.1114
H 0.87166 0.33336 -1.53383 0.2024 -0.5757 -4.1270
H -0.43663 -1.07667 -2.49429 0.7251 0.8014 0.2969
H 1.81208 0.28337 0.68274 -0.3013 -0.0836 -0.0606
H 0.54547 1.59076 0.45038 -0.0723 -0.3132 -0.1536
H 0.04159 -1.23801 1.51507 -0.2557 -0.1849 0.3027
H -1.87312 0.71149 0.76777 0.0202 -0.1154 0.1905
```
Forces are in eV/Å.

Results
HOMO energy, Ha: -0.348
2S+1: 1
SMILES: C=C1C[C@H]1O

What energy relative to the best compared isomer or geometry (same formula, charge and spin) values result from the calculations? In sequence: 100.7 80.3 kcal/mol.
What E values result from the calculations? In sequence: -6287.551 -6288.437 eV.